This record from OMol25 describes 2 unconnected molecules or ions with the total composition CH4N2O2 in a non-equilibrium geometry. The level of theory is ωB97M-V/def2-TZVPD.

Values from the calculation:
Highest occupied orbital energy ... -10.33 eV
SMILES ... O=NO.C=N
Multiplicity ... 1
Gap between HOMO and LUMO ... 10.5 eV

Cartesian coordinates (Å):
C (1.0991, 0.1469, 0.8663)
N (0.5583, -0.9805, 0.6826)
N (-0.7364, 0.6962, -1.3608)
O (-1.4069, -0.4801, -1.0344)
O (-1.4475, 1.6088, -1.6556)
H (2.0279, 0.4952, 0.5020)
H (0.7686, 0.7642, 1.7493)
H (-0.2620, -1.2228, 1.1676)
H (-0.6012, -1.0279, -0.9170)

Cartesian forces, eV/Å:
C -1.556 -0.412 3.687
N 2.215 0.158 -2.253
N -1.031 1.689 -0.702
O 0.280 0.779 -0.692
O 0.782 -2.011 0.695
H 0.773 -0.133 -1.345
H -0.061 -0.068 -0.957
H -1.074 0.316 1.294
H -0.328 -0.318 0.273

***

This record from OMol25 describes a molecular structure, C7H12 in a non-equilibrium geometry. The level of theory is ωB97M-V/def2-TZVPD.

Values from the calculation:
Highest occupied orbital energy ... -8.26 eV
Multiplicity ... 1
Gap between HOMO and LUMO ... 7.9 eV

Cartesian coordinates (Å):
C (-1.2522, 0.5815, 1.3939)
C (-1.2688, 0.5476, -0.1537)
C (0.1827, 0.6014, -0.6805)
C (1.0338, -0.6275, -0.3911)
C (1.2480, -1.2053, 0.8652)
C (0.8884, -2.4464, 1.2356)
C (0.6291, 1.4268, -1.8498)
H (-1.0614, -0.4230, 1.7545)
H (-0.4584, 1.2283, 1.7948)
H (-2.1994, 0.9639, 1.8023)
H (-1.8993, 1.3651, -0.5132)
H (-1.7610, -0.3669, -0.4752)
H (1.3090, -1.1980, -1.2924)
H (0.8631, 0.6030, 0.2400)
H (0.9847, -2.8300, 2.2535)
H (0.4839, -3.1531, 0.5066)
H (1.6557, 1.7818, -1.6435)
H (0.6222, 0.8541, -2.7997)
H (-0.0002, 2.2967, -2.0475)

Cartesian forces, eV/Å:
C -0.412 0.201 -0.056
C 0.536 0.216 0.609
C 0.859 -1.520 2.356
C -1.333 -3.001 -0.222
C -1.399 -1.076 -2.905
C 0.578 0.436 0.715
C 0.495 -0.112 -0.549
H -0.106 0.022 0.310
H -0.180 -0.102 -0.264
H 0.172 -0.318 -0.121
H 0.460 0.132 -0.253
H -0.090 -0.169 -0.115
H 1.551 0.578 0.311
H -0.766 4.313 -0.138
H 0.569 -0.004 -0.323
H -0.635 0.388 0.302
H -0.436 -0.099 -0.428
H 0.156 0.135 0.412
H -0.019 -0.020 0.358

***

This record from OMol25 describes 2 unconnected molecules or ions with the total composition C3H9BrO2Si in a non-equilibrium geometry. The level of theory is ωB97M-V/def2-TZVPD.

Values from the calculation:
Highest occupied orbital energy (alpha / beta) ... -7.88 / -10.71 eV
Multiplicity ... 3
Gap between HOMO and LUMO (alpha / beta) ... 8.7 / 9.7 eV

Cartesian coordinates (Å):
C (2.3412, 0.6649, 0.7122)
C (-0.9718, 0.3129, -3.2192)
C (-1.5311, -1.7845, 3.2647)
O (1.5341, 0.6116, -0.3955)
O (-0.2501, -0.1216, -2.0355)
Si (-0.1008, 0.3161, -0.4555)
Br (-1.3531, 2.0440, 0.1365)
H (1.8790, 0.9944, 1.6606)
H (2.9505, 1.5657, 0.6162)
H (2.9542, -0.2223, 0.9263)
H (-0.1133, 0.6680, -3.7811)
H (-1.5907, 1.1699, -3.0555)
H (-1.4585, -0.4030, -3.8137)
H (-1.6475, -2.5895, 3.8561)
H (-2.1689, -1.4627, 2.4745)
H (-0.4731, -1.7641, 3.1089)

Cartesian forces, eV/Å:
C 1.081 1.632 2.073
C 2.811 1.479 0.910
C 1.576 1.479 -1.543
O -1.506 -0.518 -0.698
O -1.354 -0.205 0.281
Si 0.912 -0.886 -1.108
Br -0.168 0.426 -0.017
H -0.748 -0.799 -0.191
H 0.799 -0.355 -0.497
H -0.276 0.166 -0.460
H -0.251 0.238 -0.783
H -0.622 0.354 0.485
H -0.681 -1.537 0.010
H -1.665 -2.501 2.087
H -0.507 0.117 -0.085
H 0.601 0.912 -0.463

***

For each record above, in turn, the calculated relative energy (zero: lowest compared OMol25 entry of this formula, charge and spin) values are 346.53, 536.35, 0.00 kJ/mol.